No. 1
C4H8O2 | wB97M-V/def2-TZVPD

Values from the calculation:
Largest force on an atom = 0.59 eV Å⁻¹
SMILES = C/C=C\O.C=O
Frontier orbital gap = 9.254 eV
Total charge = 0

Atoms and positions in Å:
1 C 1.3173 0.3342 -0.9598
2 C 0.9029 -0.9360 -0.2718
3 C -0.3294 -1.4428 -0.1812
4 O -1.4987 -0.9014 -0.6164
5 H 1.9600 0.1087 -1.8193
6 H 0.4701 0.9192 -1.3276
7 H 1.8912 0.9859 -0.2898
8 H 1.6964 -1.5378 0.1648
9 H -0.5066 -2.4081 0.2878
10 H -1.3808 0.0524 -0.7665
11 C -1.1353 1.2025 1.4517
12 O -1.1107 1.7230 0.3598
13 H -0.6629 1.6790 2.3284
14 H -1.6275 0.2291 1.6155

No. 2
C4H8O2 | wB97M-V/def2-TZVPD

Values from the calculation:
Largest force on an atom = 0.94 eV Å⁻¹
Frontier orbital gap = 10.706 eV
Total charge = 0

Atoms and positions in Å:
1 C 1.7989 -0.0020 0.6403
2 O 1.0024 0.7732 -0.2336
3 C -0.2714 0.4001 -0.7546
4 C -0.8535 -1.0173 -0.5975
5 O -1.7317 -0.5970 0.4557
6 C -1.3331 0.7739 0.2750
7 H 1.3114 -0.8908 1.0600
8 H 2.6875 -0.3229 0.0887
9 H 2.1391 0.6302 1.4736
10 H -0.2930 0.8217 -1.7632
11 H -0.1621 -1.8099 -0.2965
12 H -1.4220 -1.3554 -1.4761
13 H -0.7007 1.1530 1.0862
14 H -2.1718 1.4433 0.0419

No. 3
C4H8O2 | wB97M-V/def2-TZVPD

Values from the calculation:
Largest force on an atom = 0.48 eV Å⁻¹
SMILES = CCC=O.C=O
Frontier orbital gap = 10.626 eV
Total charge = 0

Atoms and positions in Å:
1 C 1.6882 -0.8461 -0.8959
2 C 0.7561 0.2956 -0.4242
3 C -0.5947 -0.3318 -0.6055
4 O -1.1169 -1.0451 0.2194
5 H 2.4493 -0.4864 -1.5865
6 H 2.1502 -1.3095 -0.0225
7 H 1.1245 -1.6334 -1.4134
8 H 0.9558 0.5230 0.6294
9 H 0.8788 1.2022 -1.0299
10 H -1.0461 -0.2080 -1.6120
11 C -1.8099 0.9546 1.6891
12 O -3.0076 1.0212 1.6115
13 H -1.1491 1.5474 1.0198
14 H -1.2785 0.3163 2.4205

No. 4
C4H8O2 | wB97M-V/def2-TZVPD

Values from the calculation:
Largest force on an atom = 0.34 eV Å⁻¹
Frontier orbital gap = 8.904 eV
Total charge = 0

Atoms and positions in Å:
1 O -1.3634 -1.0706 -1.5481
2 C -1.3418 0.2001 -1.0907
3 C -0.1768 0.0867 0.7532
4 C 0.9299 -0.8347 0.2728
5 O 1.7429 0.2950 -0.0999
6 C 0.8699 1.1820 0.6168
7 H -2.2260 -1.4509 -1.3361
8 H -1.3514 0.3542 0.1142
9 H -0.4517 0.6812 -1.5063
10 H -0.6449 -0.1060 1.7237
11 H 1.4046 -1.4190 1.0756
12 H 0.6975 -1.4934 -0.5730
13 H 1.3155 1.5073 1.5686
14 H 0.5955 2.0681 0.0291

No. 5
C4H8O2 | wB97M-V/def2-TZVPD

Values from the calculation:
Largest force on an atom = 0.47 eV Å⁻¹
SMILES = C=COCCO
Frontier orbital gap = 10.643 eV
Total charge = 0

Atoms and positions in Å:
1 C 1.0477 0.4251 -1.4124
2 C -0.2197 0.8018 -1.2600
3 O -0.7065 1.2771 -0.0679
4 C -0.9302 0.3239 0.9773
5 C 0.1809 -0.6973 1.1874
6 O 0.2743 -1.6460 0.1479
7 H 1.4034 -0.0543 -2.3162
8 H 1.7457 0.5157 -0.5869
9 H -0.9383 0.7989 -2.0817
10 H -1.0559 0.9253 1.8835
11 H -1.8677 -0.2187 0.7884
12 H 1.1319 -0.1682 1.3670
13 H -0.0405 -1.2723 2.0909
14 H -0.0063 -1.2006 -0.6622

No. 6
C4H8O2 | wB97M-V/def2-TZVPD

Values from the calculation:
Largest force on an atom = 1.05 eV Å⁻¹
SMILES = C1COCCO1
Frontier orbital gap = 10.452 eV
Total charge = 0

Atoms and positions in Å:
1 C -0.2852 -0.3301 -1.3927
2 C 0.4171 0.9229 -0.8989
3 O 1.1525 0.6578 0.2711
4 C 0.2819 0.3640 1.3384
5 C -0.4001 -0.9677 0.9371
6 O -1.0668 -0.8432 -0.3248
7 H -0.9811 -0.1043 -2.2150
8 H 0.4408 -1.0622 -1.7896
9 H 1.1482 1.3172 -1.6032
10 H -0.3527 1.6764 -0.6601
11 H 0.9345 0.4397 2.2253
12 H -0.4724 1.1663 1.4760
13 H 0.3551 -1.7664 0.8577
14 H -1.1972 -1.2867 1.6163

frontier orbital gap of number 3 (C4H8O2)?
10.626 eV

Look up the largest force on an atom of the first one.
0.59 eV Å⁻¹